Record 1
DFT (ωB97M-V/def2-TZVPD) results for a cluster of 11 separate species, C11H44N14O11 in total in a non-equilibrium geometry.

Frontier orbital gap = 0.32218 Ha
E_tot = -55506.0313 eV
HOMO energy = -0.323 hartree
Structure (SMILES) = NC(N)=O.NC(N)=O.NC(N)=O.NC(N)=O.NC(N)=O.NC(N)=O.NC(N)=O.CO.CO.CO.CO
LUMO level = -0.033 eV

```
! RIJCOSX wB97M-V def2-TZVPD def2/J DEFGRID3
* xyz 0 1
C 0.08333 2.95828 3.29021
O -1.11841 3.09077 2.59169
H 0.58102 2.02431 3.02923
H 0.76662 3.79183 3.12767
H -0.09643 2.89702 4.36354
H -1.51289 2.21662 2.63469
C 2.58785 -0.49053 3.14356
O 3.08113 -0.58136 4.55421
H 1.59359 -0.93498 3.09866
H 2.86393 0.49856 2.77806
H 3.30882 -1.04011 2.53837
H 3.35263 -1.45245 4.85268
C 3.14268 -3.92041 -0.64870
O 1.89612 -4.40967 -1.07022
H 3.54077 -4.42783 0.23002
H 3.81081 -3.97960 -1.50789
H 2.88055 -2.90172 -0.36294
H 1.82061 -4.55577 -2.01602
C -2.83478 1.32475 -2.59109
O -3.00715 0.74044 -1.31980
H -3.60723 1.03313 -3.30269
H -2.63510 2.38947 -2.47020
H -2.00430 0.80251 -3.06613
H -3.25929 1.42255 -0.69310
C -5.21836 -2.53357 -0.84380
O -4.59770 -3.21178 -0.00444
N -4.90052 -1.35903 -1.29037
N -6.29042 -3.03932 -1.42890
H -4.00655 -0.90090 -1.18532
H -5.63328 -0.93378 -1.84020
H -6.65146 -2.57417 -2.24950
H -6.75604 -3.89643 -1.16687
C 1.78012 0.39865 -4.85057
O 0.79474 -0.25243 -5.22885
N 1.80994 1.06716 -3.73135
N 2.81697 0.65870 -5.57254
H 2.72156 1.18419 -3.31259
H 1.08698 1.71218 -3.44608
H 2.75447 0.48837 -6.56611
H 3.43229 1.42920 -5.35387
C -3.76968 0.23768 2.82650
O -2.78013 0.85936 3.07782
N -4.14474 -0.96027 3.36092
N -4.80096 0.55560 2.07734
H -3.79586 -1.34366 4.22775
H -4.83592 -1.57512 2.95552
H -4.84213 1.44555 1.60155
H -5.56464 -0.09355 2.20183
C 4.70298 1.87136 -1.33571
O 4.22656 2.01528 -2.44445
N 4.31786 0.87016 -0.59772
N 5.47715 2.78983 -0.74064
H 4.88725 0.63205 0.20178
H 3.81330 0.17701 -1.13163
H 5.31026 3.73706 -1.04884
H 5.81896 2.52047 0.17080
C 0.30617 -0.36918 -0.12389
O 1.15745 -1.00524 0.45588
N 0.22280 0.09938 -1.29903
N -0.81295 -0.09153 0.47271
H -0.53010 0.61214 -1.73528
H 1.05547 -0.07193 -1.84438
H -0.90530 -0.35125 1.44436
H -1.54818 0.33647 -0.07167
C 0.20533 3.90449 -1.84100
O 0.29035 3.50338 -3.01511
N -0.26331 5.04347 -1.52025
N 0.45093 3.14962 -0.83128
H -0.19392 5.81796 -2.16481
H -0.40796 5.29422 -0.55263
H 0.45981 3.62585 0.05935
H 0.34911 2.14624 -0.88577
C 1.52030 -3.74511 3.07181
O 2.73819 -3.80892 2.95084
N 0.65331 -3.25594 2.17729
N 0.83694 -4.29803 4.01502
H 1.03766 -2.60539 1.50710
H -0.31916 -3.38169 2.41933
H -0.09567 -4.03292 4.29795
H 1.39477 -4.98769 4.49804
*
```

Record 2
DFT (ωB97M-V/def2-TZVPD) results for a cluster of 11 separate species, C11H44N22O11 in total in a non-equilibrium geometry.

Frontier orbital gap = 0.32279 Ha
E_tot = -67438.6936 eV
HOMO energy = -0.321 hartree
Structure (SMILES) = NC(N)=O.NC(N)=O.NC(N)=O.NC(N)=O.NC(N)=O.NC(N)=O.NC(N)=O.NC(N)=O.NC(N)=O.NC(N)=O.NC(N)=O
LUMO level = 0.058 eV

```
! RIJCOSX wB97M-V def2-TZVPD def2/J DEFGRID3
* xyz 0 1
C 28.18224 -16.80554 5.63884
O 29.19807 -16.99674 4.98194
N 26.96461 -17.33421 5.30999
N 28.15121 -15.99976 6.73426
H 27.00167 -18.13567 4.71078
H 26.17948 -17.17113 5.91299
H 27.23704 -15.67753 7.01079
H 28.86356 -15.32113 6.92816
C 25.84444 -13.60130 8.57688
O 25.70944 -14.66561 7.96528
N 26.70858 -13.42576 9.59813
N 25.00996 -12.55700 8.28496
H 27.42760 -14.10503 9.80819
H 26.63584 -12.55467 10.08988
H 24.24934 -12.73697 7.65557
H 25.09444 -11.71009 8.81473
C 29.87142 -15.76681 10.04858
O 28.89877 -15.16538 9.57724
N 31.00067 -15.98266 9.32174
N 29.73766 -16.51487 11.18957
H 31.12823 -15.48245 8.46187
H 31.77510 -16.42696 9.78025
H 28.82292 -16.50452 11.59365
H 30.49410 -17.09042 11.50771
C 29.25205 -19.44454 10.76984
O 30.08291 -19.34586 11.66154
N 27.93807 -19.73458 10.93686
N 29.58767 -19.28196 9.43964
H 27.34583 -19.69069 10.11714
H 27.55083 -19.82167 11.85610
H 30.51469 -19.03627 9.15072
H 28.86624 -19.11443 8.75550
C 23.74555 -18.39907 3.42541
O 24.09227 -18.12433 4.56639
N 24.51950 -19.18137 2.61004
N 22.55551 -18.01591 2.88655
H 24.15982 -19.53140 1.74379
H 25.35221 -19.53194 3.04315
H 22.42230 -18.09412 1.89582
H 21.81426 -17.65916 3.45738
C 22.04348 -16.48523 9.83150
O 23.02444 -15.98781 9.29184
N 20.76794 -16.02110 9.62019
N 22.10621 -17.58757 10.61536
H 20.54790 -15.23168 9.04584
H 20.07892 -16.36609 10.26551
H 21.31367 -18.01343 11.06475
H 22.97379 -17.99558 10.92918
C 23.75332 -14.32876 4.78543
O 22.79677 -14.48252 4.03257
N 24.19800 -15.32412 5.59384
N 24.52477 -13.19063 4.81089
H 24.79286 -15.17894 6.40187
H 23.75354 -16.21793 5.45190
H 24.25565 -12.38588 4.28086
H 25.34440 -13.21304 5.38992
C 24.95582 -18.81183 12.68393
O 23.80348 -19.18509 12.44182
N 25.42642 -17.60722 12.26067
N 25.73056 -19.46339 13.57387
H 24.87194 -16.97241 11.71608
H 26.41322 -17.42588 12.31797
H 26.58634 -19.09032 13.94663
H 25.45679 -20.35710 13.94044
C 27.88059 -22.23402 6.74988
O 28.62835 -22.83598 5.99872
N 28.01843 -22.27608 8.12046
N 26.84800 -21.43822 6.35540
H 28.84837 -22.70172 8.48160
H 27.36514 -21.75333 8.68040
H 26.70733 -21.29382 5.37306
H 26.31200 -20.85014 6.97371
C 25.71570 -18.49489 8.53808
O 26.26697 -19.60506 8.60310
N 26.41119 -17.35711 8.80225
N 24.51735 -18.30927 7.93023
H 25.91924 -16.48146 8.93216
H 27.33417 -17.43405 9.19222
H 24.05764 -17.40805 7.93951
H 24.14527 -19.02538 7.33103
C 23.96175 -21.57737 9.24235
O 25.02003 -22.11536 9.49590
N 23.29361 -21.83500 8.06579
N 23.28363 -20.69465 10.03744
H 22.33542 -21.56657 7.94770
H 23.73270 -22.45970 7.41520
H 22.57130 -20.13202 9.61138
H 23.54844 -20.51924 10.99743
*
```

Record 3
DFT (ωB97M-V/def2-TZVPD) results for a cluster of 11 separate species, C11H44N22O11 in total in a non-equilibrium geometry.

Frontier orbital gap = 0.29149 Ha
E_tot = -67437.5759 eV
HOMO energy = -0.293 hartree
Structure (SMILES) = NC(N)=O.NC(N)=O.NC(N)=O.NC(N)=O.NC(N)=O.NC(N)=O.NC(N)=O.NC(N)=O.NC(N)=O.NC(N)=O.NC(N)=O
LUMO level = -0.040 eV

```
! RIJCOSX wB97M-V def2-TZVPD def2/J DEFGRID3
* xyz 0 1
C 0.79596 4.10710 0.56946
O 1.63744 3.75804 -0.23681
N 1.03692 4.47553 1.87963
N -0.49898 4.33607 0.19319
H 2.00479 4.57941 2.13240
H 0.32266 5.00344 2.35159
H -0.69800 4.16915 -0.78201
H -1.26025 4.52294 0.84698
C 0.48407 -4.43103 0.41669
O 1.00881 -3.33770 0.62423
N -0.07328 -4.78080 -0.77890
N 0.32745 -5.34059 1.42082
H -0.04233 -4.08637 -1.51936
H -0.71529 -5.54629 -0.85082
H 0.52120 -4.98583 2.34544
H -0.09314 -6.22142 1.20112
C 0.83299 -2.73874 4.07672
O 0.70826 -2.95752 5.27476
N 1.90163 -3.18711 3.35163
N -0.09164 -2.08324 3.31143
H 1.84307 -3.13723 2.33892
H 2.65009 -3.75234 3.70191
H 0.12485 -1.84847 2.35659
H -0.92264 -1.79381 3.78823
C 3.86923 0.86217 3.27300
O 4.33364 0.89301 4.40877
N 2.87293 1.68171 2.80157
N 4.15153 -0.16223 2.42152
H 2.53234 2.39916 3.40918
H 2.29104 1.21954 2.10389
H 4.91875 -0.78089 2.59016
H 3.57527 -0.37201 1.62352
C -3.04307 1.55355 0.51792
O -2.71478 2.55005 -0.11749
N -2.78028 1.34843 1.83843
N -3.37929 0.38786 -0.16629
H -2.86254 0.39828 2.14425
H -2.22160 2.05610 2.28536
H -3.28615 0.37583 -1.16707
H -4.13060 -0.14729 0.24022
C -2.05124 4.32922 -3.29455
O -0.93868 4.41417 -2.80045
N -2.52612 5.25728 -4.18689
N -2.97560 3.39893 -2.90270
H -3.46484 5.12870 -4.50861
H -1.92759 6.03327 -4.39064
H -2.87133 2.79220 -2.10632
H -3.78956 3.27117 -3.47654
C -2.72044 -1.25169 -3.38321
O -1.79913 -0.62900 -2.86594
N -3.71200 -0.62860 -4.09939
N -2.94846 -2.55579 -3.08643
H -3.52915 0.26319 -4.52180
H -4.38761 -1.22767 -4.54080
H -2.17532 -3.02658 -2.64691
H -3.71530 -3.10884 -3.41859
C 4.27345 -2.74913 -0.14515
O 3.81975 -2.79381 0.98329
N 5.57026 -2.40748 -0.41765
N 3.49098 -3.00110 -1.24145
H 6.25795 -2.21161 0.28286
H 5.87520 -2.39991 -1.37367
H 2.55851 -3.26157 -0.95890
H 3.85992 -2.95997 -2.16906
C -2.18586 4.17424 3.57245
O -2.07894 4.91862 2.59715
N -3.25232 4.19156 4.41749
N -1.29584 3.16000 3.83193
H -3.13663 3.79175 5.33163
H -4.08981 4.71532 4.25121
H -0.46698 3.04400 3.26357
H -1.38419 2.62519 4.67842
C 0.88446 -2.95355 -4.02977
O 0.06942 -3.51380 -3.29663
N 1.52388 -1.80857 -3.64078
N 1.25687 -3.43463 -5.24596
H 2.35046 -1.48544 -4.10887
H 1.39289 -1.58467 -2.66497
H 0.66925 -4.15092 -5.63742
H 1.69155 -2.79857 -5.89141
C 0.57767 0.13866 0.08221
O 1.17070 0.01887 1.16426
N -0.04751 1.30938 -0.21059
N 0.37419 -0.87763 -0.79243
H -0.08772 1.85306 0.62734
H -0.53592 1.48304 -1.06696
H -0.14137 -0.64704 -1.63263
H 0.63703 -1.83072 -0.55053
*
```